Computed, not measured: an isolated molecule of C21H26N4O3, with ωB97M-V/def2-TZVPD.

Structure (XYZ):
```
54
Properties=species:S:1:pos:R:3:forces:R:3
O 4.1913 2.1428 0.4743 0.1 0.2 0.1
O -4.5420 -1.5899 0.3826 -0.1 0.0 0.0
O 2.1371 -1.3756 -4.5542 0.1 0.0 -0.1
N -3.0841 0.4715 -0.9132 -0.2 0.0 -0.1
N 1.1072 -0.9978 -1.9401 0.1 -0.2 0.0
N -0.9136 -0.1295 -1.3757 -0.2 0.1 0.1
N 2.3713 1.4023 -0.6066 -0.1 0.1 -0.4
C 2.8146 -0.5626 -3.6225 0.2 -0.1 0.3
C 0.7935 -0.0390 5.5646 0.1 0.0 0.0
C -4.0324 0.7756 0.1391 -0.1 -0.2 0.4
C 0.1137 1.9910 -0.0118 -0.3 -0.3 -0.3
C -1.7387 0.7018 -0.7459 0.5 0.2 -0.2
C 0.4277 -1.8588 -2.8899 -0.2 0.0 -0.4
C 1.8104 -0.0480 1.9154 0.1 0.1 0.0
C 0.9808 1.1204 -0.6618 -0.3 0.2 -0.1
C 1.2702 -0.4320 3.1282 0.0 0.0 0.0
C -3.5005 -0.7200 -1.6286 0.0 -0.4 0.0
C -4.1539 -0.4304 1.0827 0.0 0.4 0.0
C 2.4710 1.1702 1.8026 0.1 0.0 0.4
C 3.0908 1.6273 0.5291 0.2 -0.1 -0.1
C 2.5319 -1.0288 -2.1878 0.4 0.1 -0.3
C -3.6317 -1.8949 -0.6544 0.1 0.1 -0.4
C 1.3721 0.3832 4.2490 0.0 0.0 0.0
C 0.7459 -1.3873 -4.3139 -0.3 -0.2 0.2
C -1.2495 1.7993 -0.0255 0.0 0.1 0.2
C 2.6037 1.9769 2.9281 0.0 0.0 -0.2
C 0.4127 0.0228 -1.3452 -0.1 0.3 0.5
C 2.0519 1.5906 4.1332 0.0 -0.1 0.0
H 2.1514 2.2303 4.9985 0.0 0.1 0.1
H 2.8057 1.7614 -1.4497 0.1 0.0 0.2
H -3.1829 -0.5952 1.5773 -0.1 0.0 0.0
H 1.7303 -0.7057 1.0625 0.0 -0.1 -0.1
H -2.6408 -2.1211 -0.2330 -0.1 0.0 0.0
H 0.3603 0.8113 6.0871 -0.1 0.0 0.1
H 0.3312 -0.3771 -4.4578 0.0 -0.1 0.0
H -5.0033 0.9685 -0.3287 0.0 0.1 0.1
H 1.5775 -0.4555 6.1978 0.0 0.0 0.1
H -4.4732 -0.5120 -2.0848 0.0 0.0 0.0
H 3.0777 -0.4306 -1.4644 0.0 -0.2 -0.1
H -4.0281 -2.7807 -1.1527 0.1 0.0 0.0
H 3.8761 -0.6458 -3.8606 0.0 0.1 0.1
H -2.7682 -0.9404 -2.4021 -0.2 0.0 0.0
H -0.6419 -1.8195 -2.6987 0.1 -0.1 -0.1
H 0.3179 -2.0627 -5.0560 -0.1 0.1 0.0
H 3.1407 2.9097 2.8404 0.1 0.1 0.0
H -3.7305 1.6570 0.6997 -0.1 0.0 0.0
H 0.7609 -1.3822 3.2060 -0.1 -0.1 0.0
H 0.0279 -0.7991 5.4289 -0.1 0.0 0.0
H -1.8977 2.4977 0.4746 -0.1 0.1 0.0
H 0.7940 -2.8808 -2.7519 0.0 0.0 0.0
H -4.9223 -0.2607 1.8388 0.1 0.0 0.0
H 0.5356 2.8382 0.5097 0.0 0.1 0.0
H 2.8556 -2.0722 -2.0933 0.0 0.1 0.0
H 2.4947 0.4858 -3.7391 0.0 0.0 0.0
```
Forces are in eV/Å.

Values from the calculation:
- Total energy: -34301.9019 eV
- SMILES: Cc1ccc(C(=O)Nc2ccc(N3CCOCC3)nc2N2CCOCC2)cc1
- Kohn-Sham gap: 8.140 eV
- Energy above the lowest of the compared OMol25 structures with the same formula, charge and spin: 2.331 eV

Computed, not measured: an isolated molecule of C3H10O6P2, with ωB97M-V/def2-TZVPD.

Structure (XYZ):
```
21
Properties=species:S:1:pos:R:3:forces:R:3
P 0.0096 1.1532 0.1003 -1.1 0.0 -0.7
P -2.7120 -0.6160 0.0529 1.4 -2.6 -0.4
O -0.2216 2.3209 -0.7653 0.1 -1.0 0.3
O -1.7945 -1.2288 -0.9266 -0.5 0.8 0.0
O -3.5604 0.5376 -0.4917 -0.8 1.4 -1.2
O 0.8164 1.4222 1.4410 1.0 1.1 -0.1
O -3.2913 -1.3530 1.1525 -0.2 0.5 1.2
O -1.3908 0.7025 0.9071 0.6 -0.8 2.1
C 0.9639 -1.3373 0.6761 2.2 3.8 1.8
C 2.1316 0.1171 -1.1450 2.8 0.6 -0.1
C 0.8439 -0.3462 -0.5070 -1.3 -2.2 -1.9
H -3.2252 0.7482 -1.3825 -0.3 0.3 0.2
H 2.7672 -0.4161 -1.9944 -2.0 0.4 1.9
H 2.8521 0.3360 -0.3259 0.1 -0.6 -0.3
H 2.0185 1.1263 -1.4929 -0.3 0.5 -0.9
H 0.2130 -0.9064 -1.2804 0.7 1.4 1.0
H 1.8478 -1.9605 0.6274 0.1 -0.1 -0.3
H 1.1378 -0.5677 1.6045 -0.5 -2.8 -1.7
H 0.1086 -1.9173 0.7547 -1.6 -1.0 0.4
H 1.6960 1.6746 1.0945 0.0 0.2 0.9
H -1.2106 0.5106 1.9006 -0.5 0.3 -2.3
```
Forces are in eV/Å.

Values from the calculation:
- Total energy: -34139.1831 eV
- Kohn-Sham gap: 10.931 eV
- Energy above the lowest of the compared OMol25 structures with the same formula, charge and spin: 0.583 eV

Computed, not measured: a structure of composition CH3N3O, with ωB97M-V/def2-TZVPD.

Structure (XYZ):
```
8
Properties=species:S:1:pos:R:3:forces:R:3
O -1.3025 1.1487 0.2961 -2.1 -1.2 0.0
N -0.1511 0.8856 -0.3167 -1.2 -1.0 -0.2
N 0.7530 0.0018 0.2655 -1.0 -3.4 -0.3
N -3.7530 -0.4265 -0.1964 -0.4 -0.3 0.0
C -2.7420 0.0467 0.0737 3.2 1.9 0.3
H 0.9321 0.3050 1.1786 0.5 1.4 1.4
H -0.3458 0.7821 -1.3252 0.9 -0.3 0.7
H 0.4424 -1.0605 0.5577 0.0 2.9 -1.9
```
Forces are in eV/Å.

Values from the calculation:
- Total energy: -7597.3128 eV
- Kohn-Sham gap (spin up / spin down): 9.493 / 9.492 eV
- Energy above the lowest of the compared OMol25 structures with the same formula, charge and spin: 6.290 eV

Computed, not measured: an isolated molecule of C6H4F4S2, with ωB97M-V/def2-TZVPD.

Structure (XYZ):
```
16
Properties=species:S:1:pos:R:3:forces:R:3
S 1.5491 -0.5360 -1.8942 0.0 -0.2 0.3
S -1.4687 -1.5748 1.2938 0.0 0.2 -0.3
F -1.4287 1.0553 -2.1767 0.1 0.1 0.1
F -0.9783 2.8986 -0.1944 0.1 0.0 0.0
F 1.4235 -0.1442 2.4416 -0.1 0.0 -0.1
F 1.0033 -2.1319 0.6460 0.5 -0.1 0.1
C -0.7149 0.7526 -1.0770 -0.2 0.5 0.3
C 0.3274 1.3729 1.0488 0.4 -0.5 0.2
C -0.4768 1.6593 -0.1167 -0.4 -0.6 -0.7
C -0.0989 -0.5875 -1.0886 1.0 -0.8 3.2
C 0.6852 0.1238 1.3567 0.2 0.6 0.1
C 0.1733 -1.0765 0.6378 -1.4 0.9 -3.4
H -0.7122 -1.3709 -1.5269 -0.1 0.1 0.2
H 0.6319 2.2067 1.6644 0.0 0.0 0.1
H 1.0627 -0.0821 -3.0503 -0.1 0.1 -0.2
H -0.9778 -2.5652 2.0356 0.2 -0.1 0.2
```
Forces are in eV/Å.

Values from the calculation:
- Total energy: -38825.0685 eV
- SMILES: FC1=CC(F)=C(F)[C@@H](S)[C@]1(F)S
- Kohn-Sham gap: 8.909 eV
- Energy above the lowest of the compared OMol25 structures with the same formula, charge and spin: 0.000 eV

Number 1: M 382.46 g mol⁻¹. Number 2: M 204.06 g mol⁻¹. Number 3: M 73.06 g mol⁻¹. Number 4: M 216.22 g mol⁻¹.